Formula: CH3NO4
Source: the OMol25 dataset
Level of theory: wB97M-V/def2-TZVPD

Geometry (Å):
N 1.17558 0.16023 -0.14352
O -0.92718 0.95160 0.70162
H -1.82842 0.56499 0.80284
O 1.73457 1.16508 -0.37710
H -0.36691 -1.43377 0.65894
H -0.50481 0.50452 -1.49253
O 1.57566 -0.71225 0.60587
O -0.67627 -1.20256 -0.21173
C -0.18221 0.00215 -0.54439

Cartesian forces (eV/Å) of the 6 atoms listed first:
N 0.7 -1.2 2.3
O 1.4 -1.1 -2.3
H 1.0 0.1 -0.5
O 1.2 2.3 -1.3
H 0.6 -0.1 0.7
H 0.6 -1.0 0.8

Properties
Net charge: 0
LUMO in eV: -0.76
Frontier orbital gap in eV: 10.5
Energy relative to the best compared isomer or geometry (same formula, charge and spin) in kJ/mol: 228.43
Multiplicity: 1

These are the Löwdin partial charges, in e, on atoms 1 to 6: -0.3946 -0.0914 0.0688 0.1594 0.1089 0.1878

=====

Formula: CH3NO4
Source: the OMol25 dataset
Level of theory: wB97M-V/def2-TZVPD

Geometry (Å):
O -1.91328 0.55010 1.40061
H -0.02578 1.10512 0.36147
N -1.32364 -0.30166 0.82761
O -2.50606 0.64046 -0.85580
O -2.76954 1.44682 0.15139
C -0.07392 -0.04449 0.17496
H -0.09262 -0.31676 -0.94313
O -2.80848 -0.57422 -0.66450
H 0.74693 -0.77289 0.54595

Cartesian forces (eV/Å) of the 6 atoms listed first:
O 0.8 -0.3 1.4
H 1.3 -1.9 -0.7
N -0.2 -4.0 1.4
O -0.2 2.2 -1.1
O -1.1 0.6 -2.1
C 1.0 1.5 -1.8

Properties
Net charge: 0
LUMO (alpha / beta) in eV: -1.72 / -1.31
Frontier orbital gap (alpha / beta) in eV: 7.8 / 8.6
Energy relative to the best compared isomer or geometry (same formula, charge and spin) in kJ/mol: 921.47
Multiplicity: 1

These are the Löwdin partial charges, in e, on atoms 1 to 6: 0.0194 0.1281 -0.1353 -0.1751 -0.0138 -0.0667

=====

Formula: CH3NO5
Source: the OMol25 dataset
Level of theory: wB97M-V/def2-TZVPD

Geometry (Å):
N -1.28745 0.04446 -0.51392
O 0.05313 0.23174 -0.85252
O 3.13441 -0.43444 0.21289
H -1.39515 1.49348 -1.74874
O 1.93490 -2.13252 1.16936
C 2.51750 -1.29620 0.65439
H 0.38058 0.73732 0.05035
O -1.94307 1.28356 -0.97635
O -1.29781 0.24356 0.83158
H -2.09704 -0.17097 1.17297

Cartesian forces (eV/Å) of the 6 atoms listed first:
N -0.5 0.9 -1.3
O 0.8 1.4 3.6
O 0.6 1.0 -0.8
H -0.3 0.1 0.0
O -1.1 -1.4 0.6
C 0.4 0.4 0.2

Properties
Net charge: 0
LUMO in eV: 0.48
Frontier orbital gap in eV: 10.8
Energy relative to the best compared isomer or geometry (same formula, charge and spin) in kJ/mol: 158.04
Multiplicity: 1

These are the Löwdin partial charges, in e, on atoms 1 to 6: -0.2442 -0.0623 0.2104 0.0811 0.2243 -0.4534

=====

Formula: CH3NOS
Source: the OMol25 dataset
Level of theory: wB97M-V/def2-TZVPD

Geometry (Å):
C 0.31006 0.84419 -0.92121
S -0.41465 -0.75490 2.76493
H -0.26219 -0.94384 -0.34022
N -0.01732 -0.33230 -1.03513
H 0.64774 1.29182 -1.90792
H 0.25325 1.31502 0.00821
O -0.51689 -1.41999 1.43134

Cartesian forces (eV/Å) of the 6 atoms listed first:
C 0.5 0.3 -2.1
S 0.0 -0.3 -0.7
H -0.8 -0.8 2.5
N 0.5 -1.4 -3.9
H -0.3 0.4 1.6
H 0.3 1.6 1.5

Properties
Net charge: 0
LUMO (alpha / beta) in eV: -2.04 / -2.05
Frontier orbital gap (alpha / beta) in eV: 7.0 / 7.0
Energy relative to the best compared isomer or geometry (same formula, charge and spin) in kJ/mol: 364.01
Multiplicity: 1

These are the Löwdin partial charges, in e, on atoms 1 to 6: -0.1477 0.7528 -0.0561 0.0403 0.0816 0.0320